(1)
Here is 8 unconnected molecules or ions with the total composition C40H63O21P2 from the OMol25 dataset. Energies are from ωB97M-V/def2-TZVPD.

Each line ends with the Mulliken charge.
Geometry (Å):
C -1.934 -0.564 3.035  -0.839
C -1.234 -1.987 2.917  -0.396
P 0.634 -1.971 3.095  -0.084
C 1.241 -2.855 4.635  -0.102
C 1.545 -4.361 4.207  -0.996
P 1.470 0.024 2.893  0.005
C 3.042 -0.166 1.876  -0.181
C 2.908 0.448 0.419  -0.795
C 1.433 0.500 -0.084  0.169
C 0.866 1.800 -0.409  -0.541
C -0.527 1.852 -0.837  -0.552
C -1.290 0.608 -0.924  -0.357
C -0.696 -0.688 -0.616  -1.385
C 0.692 -0.749 -0.188  0.395
H -1.944 -0.014 2.053  0.129
H -3.022 -0.760 3.262  0.133
H -1.559 0.073 3.874  0.341
H -1.652 -2.683 3.697  0.506
H -1.458 -2.405 1.901  0.315
H 2.234 -2.390 4.900  -0.004
H 0.531 -2.775 5.492  0.494
H 0.897 -4.567 3.306  0.297
H 2.602 -4.477 3.861  0.299
H 1.262 -5.042 5.041  0.320
H 1.916 0.513 4.168  0.169
H 0.584 1.002 2.377  0.172
H 3.939 0.204 2.449  0.483
H 3.231 -1.270 1.743  0.041
H 3.468 -0.244 -0.269  0.079
H 3.415 1.448 0.427  0.422
H 1.515 2.698 -0.302  0.373
H -0.966 2.853 -1.055  0.292
H -2.359 0.670 -1.227  0.480
H -1.297 -1.620 -0.677  0.563
H 1.217 -1.687 0.091  0.757
C -3.064 -1.024 -6.039  -1.515
C -3.675 -1.151 -4.665  0.897
C -5.176 -1.095 -4.659  -0.485
O -5.453 -0.576 -3.353  -0.331
C -4.377 0.168 -2.992  0.534
O -4.348 0.904 -2.049  -0.611
O -3.337 -0.026 -3.840  -0.343
H -1.975 -1.019 -5.970  0.368
H -3.366 -1.833 -6.680  0.378
H -3.351 -0.078 -6.508  0.445
H -3.305 -2.054 -4.171  0.080
H -5.633 -2.075 -4.792  0.317
H -5.589 -0.405 -5.400  0.275
C -3.199 5.736 -1.499  -1.396
C -2.060 6.595 -1.995  0.558
C -0.886 6.638 -1.058  -0.517
O -0.306 7.905 -1.353  -0.194
C -1.318 8.703 -1.806  0.506
O -1.229 9.878 -1.957  -0.511
O -2.441 7.972 -2.056  -0.369
H -4.042 5.780 -2.190  0.363
H -2.887 4.694 -1.396  0.270
H -3.569 6.091 -0.534  0.374
H -1.762 6.283 -3.001  0.276
H -0.172 5.835 -1.246  0.262
H -1.170 6.623 -0.001  0.375
C 5.026 1.379 8.035  -1.455
C 5.697 0.567 6.952  0.472
C 5.651 1.208 5.593  -0.456
O 5.701 0.074 4.724  -0.284
C 5.162 -0.971 5.410  0.657
O 4.867 -2.021 4.920  -0.551
O 4.998 -0.663 6.721  -0.317
H 5.049 0.838 8.983  0.365
H 5.522 2.341 8.170  0.380
H 3.974 1.552 7.800  0.341
H 6.722 0.322 7.245  0.269
H 6.495 1.872 5.414  0.351
H 4.721 1.752 5.400  0.247
C -5.875 -2.868 0.721  -1.523
C -6.503 -3.138 2.069  0.628
C -5.523 -3.121 3.211  -0.272
O -6.142 -3.992 4.154  -0.361
C -6.905 -4.869 3.437  0.578
O -7.401 -5.849 3.885  -0.501
O -7.015 -4.470 2.138  -0.382
H -6.624 -2.944 -0.069  0.362
H -5.429 -1.872 0.686  0.403
H -5.104 -3.610 0.493  0.333
H -7.333 -2.446 2.242  0.257
H -5.392 -2.125 3.635  0.237
H -4.542 -3.531 2.951  0.238
C -2.484 -7.238 -5.970  -1.514
C -2.099 -5.796 -6.206  0.512
C -2.710 -4.834 -5.226  -0.629
O -2.775 -3.622 -5.985  -0.195
C -2.871 -3.998 -7.301  0.594
O -3.141 -3.259 -8.194  -0.522
O -2.624 -5.323 -7.451  -0.363
H -2.052 -7.877 -6.741  0.362
H -2.137 -7.583 -4.995  0.382
H -3.567 -7.369 -6.027  0.370
H -1.010 -5.698 -6.239  0.250
H -2.096 -4.700 -4.336  0.393
H -3.725 -5.108 -4.922  0.313
C 2.231 8.632 -0.325  -1.230
C 3.548 8.446 0.392  0.529
C 4.631 9.384 -0.063  -0.529
O 5.816 8.632 0.209  -0.327
C 5.472 7.318 0.139  0.620
O 6.250 6.417 0.120  -0.539
O 4.119 7.168 0.091  -0.320
H 1.511 7.891 0.015  0.147
H 1.820 9.626 -0.146  0.400
H 2.345 8.486 -1.401  0.338
H 3.399 8.502 1.475  0.267
H 4.632 10.322 0.490  0.323
H 4.597 9.601 -1.134  0.332
C 4.939 -4.010 -0.221  -1.442
C 4.333 -4.058 -1.605  0.507
C 3.337 -2.965 -1.874  0.348
O 2.484 -3.561 -2.847  -0.352
C 2.531 -4.908 -2.638  0.569
O 1.792 -5.691 -3.140  -0.530
O 3.533 -5.233 -1.774  -0.377
H 5.612 -4.855 -0.071  0.395
H 5.500 -3.085 -0.069  0.370
H 4.165 -4.086 0.548  0.293
H 5.124 -4.075 -2.361  0.263
H 3.804 -2.063 -2.269  0.382
H 2.733 -2.702 -1.000  -0.419

Computed properties:
- total charge = +1
- E_LUMO (eV) = -2.945
- highest occupied orbital energy (eV) = -11.84
- gap between HOMO and LUMO (eV) = 8.9


(2)
Here is C5H8N2O in the gas phase from the OMol25 dataset. Energies are from ωB97M-V/def2-TZVPD.

Each line ends with the natural charge from an NBO analysis.
Geometry (Å):
O 0.640 -2.799 -0.244  -0.418
N 1.268 -1.839 0.196  0.231
N 0.577 -0.821 0.662  -0.231
C 1.356 0.503 0.593  -0.264
C 0.772 1.454 -0.347  -0.239
C -0.441 1.258 -0.845  -0.168
C -1.338 -0.034 -0.639  -0.458
C -0.827 -0.842 0.520  -0.275
H 2.393 0.377 0.337  0.241
H 1.552 0.869 1.677  0.217
H 1.342 2.399 -0.636  0.231
H -0.894 2.026 -1.544  0.212
H -1.493 -0.735 -1.482  0.237
H -2.326 0.476 -0.285  0.221
H -1.312 -0.371 1.491  0.199
H -1.269 -1.921 0.545  0.264

Computed properties:
- total charge = 0
- relative energy (zero: lowest compared OMol25 entry of this formula, charge and spin) (kJ/mol) = 396.5
- E_LUMO (eV) = 0.832
- highest occupied orbital energy (eV) = -9.09
- structure (SMILES) = O=NN1CC=CCC1
- gap between HOMO and LUMO (eV) = 9.9


(3)
Here is a molecular structure, C11H17BBaN6O3S from the OMol25 dataset. Energies are from ωB97M-V/def2-TZVPD.

Each line ends with the Mulliken charge.
Geometry (Å):
H -0.824 -0.239 3.530  0.443
N -0.397 -1.075 1.620  0.034
B -0.123 -2.643 -0.365  0.158
N -0.553 -2.349 1.105  -0.061
C -1.064 -3.172 2.042  -0.167
Ba 0.886 1.094 0.313  1.923
H -1.247 -4.211 1.818  0.430
C -1.253 -2.424 3.212  -0.974
H -1.635 -2.775 4.148  0.389
C -0.829 -1.117 2.892  -0.396
H -0.251 -3.803 -0.607  -0.138
C 2.089 2.303 -1.122  -1.468
H 1.532 3.254 -1.007  0.388
H 1.643 1.667 -1.922  0.479
H 3.110 2.543 -1.436  0.434
N 1.347 -2.187 -0.541  -0.224
N -1.007 -1.785 -1.317  -0.099
N 1.731 -0.817 -0.332  -0.169
N -0.956 -0.409 -1.229  0.143
C 2.430 -2.911 -0.844  -0.055
C -1.865 -2.162 -2.284  -0.178
H 2.319 -3.971 -1.036  0.450
H -2.023 -3.210 -2.494  0.435
C 3.554 -2.084 -0.851  -1.221
C -2.403 -1.003 -2.853  -1.026
C 3.085 -0.803 -0.527  0.030
C -1.814 0.069 -2.148  -0.417
H 4.569 -2.372 -1.064  0.391
H -3.112 -0.946 -3.655  0.395
H 3.635 0.121 -0.420  0.282
H -1.979 1.134 -2.259  0.475
H 2.578 1.693 0.297  0.160
C -1.980 4.815 1.676  -1.010
S -0.851 3.872 0.672  1.255
O -1.553 2.615 0.293  -0.661
O -0.504 4.718 -0.464  -0.671
O 0.305 3.551 1.561  -0.715
H -2.827 5.109 1.051  0.329
H -1.450 5.703 2.029  0.337
H -2.314 4.206 2.519  0.290

Computed properties:
- total charge = 0
- relative energy (zero: lowest compared OMol25 entry of this formula, charge and spin) (kJ/mol) = 419.0
- E_LUMO (eV) = -1.759
- highest occupied orbital energy (eV) = -8.77
- gap between HOMO and LUMO (eV) = 7.0


(4)
Here is 2 unconnected molecules or ions with the total composition C9H20F5N4O4S from the OMol25 dataset. Energies are from ωB97M-V/def2-TZVPD.

Each line ends with the natural charge from an NBO analysis.
Geometry (Å):
N 2.259 -4.032 -1.853  -0.792
C 1.741 -2.834 -2.554  0.710
N 2.160 -2.606 -3.789  -0.695
N 0.797 -2.030 -1.813  -0.762
S -0.488 -1.415 -2.787  2.034
O -0.050 -0.384 -3.795  -0.805
O -1.417 -0.686 -1.843  -0.816
C -1.521 -2.714 -3.634  0.405
F -0.831 -3.901 -3.963  -0.312
F -1.934 -2.143 -4.867  -0.268
C -2.849 -3.141 -2.841  0.939
F -3.475 -4.160 -3.598  -0.287
F -2.486 -3.603 -1.556  -0.307
F -3.808 -2.108 -2.777  -0.274
H 3.197 -4.198 -2.267  0.400
H 1.682 -4.849 -2.135  0.424
H 2.032 -1.740 -4.331  0.478
H 2.680 -3.374 -4.251  0.451
H 0.465 -2.494 -0.949  0.477
C -2.675 1.470 2.031  -0.246
O -2.014 2.725 2.063  -0.556
C -1.609 3.111 3.379  -0.073
C -0.084 3.130 3.479  -0.243
N 0.462 1.772 3.435  -0.624
C 1.918 1.732 3.286  -0.248
C 2.504 2.272 1.974  -0.088
O 2.165 1.491 0.830  -0.559
C 0.931 1.841 0.221  -0.246
H -3.043 1.308 1.016  0.191
H -1.984 0.659 2.281  0.153
H -3.528 1.460 2.716  0.177
H -2.052 2.473 4.150  0.181
H -1.981 4.127 3.537  0.190
H 0.209 3.607 4.418  0.199
H 0.296 3.735 2.649  0.167
H 0.047 1.275 2.656  0.346
H 2.211 0.681 3.376  0.198
H 2.378 2.258 4.128  0.200
H 3.594 2.214 2.059  0.192
H 2.272 3.329 1.809  0.170
H 0.702 2.904 0.320  0.187
H 0.123 1.233 0.632  0.158
H 1.006 1.604 -0.845  0.173

Computed properties:
- total charge = +1
- E_LUMO (eV) = -5.656
- highest occupied orbital energy (eV) = -10.44
- gap between HOMO and LUMO (eV) = 4.8


(5)
Here is 3 unconnected molecules or ions with the total composition C17H20F7N5O2 from the OMol25 dataset. Energies are from ωB97M-V/def2-TZVPD.

Each line ends with the natural charge from an NBO analysis.
Geometry (Å):
N 3.076 3.065 -1.685  -0.807
C 2.602 1.723 -1.343  0.207
C 3.583 0.513 -1.035  -0.172
C 3.005 -0.895 -0.640  -0.114
C 4.112 -2.012 -0.308  0.645
F 3.911 -2.444 1.063  -0.329
F 5.453 -1.503 -0.496  -0.323
C 4.011 -3.341 -1.213  0.575
F 5.357 -3.861 -1.324  -0.316
F 3.231 -4.387 -0.656  -0.291
C 3.502 -3.106 -2.720  0.932
F 4.069 -1.965 -3.357  -0.306
F 2.072 -3.153 -2.848  -0.310
F 3.966 -4.243 -3.479  -0.323
C 1.441 -1.158 -0.546  0.107
N 1.032 -2.481 -0.147  -0.368
C -0.392 -2.572 -0.101  -0.020
C -1.371 -1.418 -0.466  -0.014
N -0.964 -0.096 -0.873  -0.375
C 0.473 0.006 -0.881  0.141
C 1.081 1.416 -1.274  -0.254
H 2.349 3.774 -1.452  0.393
H 3.932 3.326 -1.171  0.391
H 4.701 0.743 -1.087  0.251
H -0.847 -3.589 0.186  0.222
H -2.499 -1.631 -0.404  0.216
H 0.362 2.275 -1.516  0.238
C -0.021 1.906 4.262  -0.398
N 0.992 1.871 3.228  -0.430
C 1.515 0.588 2.799  -0.418
C 1.470 3.008 2.644  0.534
O 2.319 3.045 1.772  -0.639
H 0.380 1.446 5.169  0.195
H -0.895 1.343 3.923  0.198
H -0.320 2.932 4.483  0.212
H 2.594 0.566 2.969  0.216
H 1.326 0.463 1.730  0.216
H 1.039 -0.223 3.352  0.206
H 1.007 3.925 3.041  0.108
C -7.150 -0.337 -0.686  -0.398
N -6.077 0.635 -0.720  -0.437
C -4.892 0.345 -1.504  -0.420
C -6.147 1.816 -0.038  0.528
O -5.283 2.672 -0.026  -0.615
H -6.766 -1.277 -0.281  0.192
H -7.516 -0.500 -1.703  0.196
H -7.974 0.011 -0.061  0.212
H -4.015 0.349 -0.852  0.217
H -4.767 1.122 -2.262  0.219
H -4.982 -0.628 -1.989  0.201
H -7.087 1.936 0.523  0.105

Computed properties:
- total charge = 0
- E_LUMO (eV) = -1.288
- highest occupied orbital energy (eV) = -8.43
- structure (SMILES) = Nc1cc(C(F)(F)C(F)(F)C(F)(F)F)c2nccnc2c1.CN(C)C=O.CN(C)C=O
- gap between HOMO and LUMO (eV) = 7.1


(6)
Here is 6 unconnected molecules or ions with the total composition C28H41BF15O15 from the OMol25 dataset. Energies are from ωB97M-V/def2-TZVPD.

Each line ends with the Mulliken charge.
Geometry (Å):
C 3.840 -8.871 4.877  -1.026
C 2.410 -8.129 4.700  0.264
C 2.276 -7.582 3.194  -0.538
O 0.934 -7.274 2.802  -0.421
C 0.560 -5.903 3.127  -0.510
B -0.447 -5.929 4.435  0.709
C -2.065 -5.731 4.031  -0.411
C -2.873 -6.930 4.662  0.385
O -2.814 -7.118 5.907  -0.608
O -3.642 -7.872 3.924  -0.499
C -0.022 -4.921 5.660  -0.442
C 0.122 -3.389 5.270  0.448
O 0.146 -2.544 6.207  -0.615
O 0.275 -2.872 3.954  -0.369
H 3.743 -10.013 4.801  0.236
H 4.600 -8.486 4.107  0.272
H 4.216 -8.649 5.936  0.332
H 1.561 -8.877 4.851  0.215
H 2.310 -7.288 5.474  -0.155
H 3.011 -6.724 3.012  0.264
H 2.623 -8.434 2.500  0.300
H 1.447 -5.221 3.365  0.087
H -0.045 -5.448 2.256  0.115
H -0.376 -7.045 4.883  -0.341
H -2.219 -5.607 2.904  0.191
H -2.367 -4.731 4.513  0.201
H -3.566 -8.690 4.471  0.334
H 0.900 -5.338 6.205  0.145
H -0.869 -4.975 6.439  0.153
H 1.220 -2.675 3.792  0.285
C 0.501 2.498 4.153  -1.163
C 0.911 1.105 3.719  -0.223
O 1.131 1.060 2.298  -0.173
C 2.331 1.493 1.872  0.365
O 3.199 1.905 2.593  -0.534
C 2.444 1.346 0.358  0.800
F 1.336 1.772 -0.283  -0.206
F 2.629 0.063 -0.010  -0.265
F 3.471 2.041 -0.158  -0.279
H -0.369 2.835 3.585  0.198
H 0.258 2.514 5.216  0.453
H 1.300 3.220 3.970  0.356
H 0.105 0.402 3.935  0.313
H 1.794 0.758 4.260  0.340
C -1.285 0.458 0.362  -0.809
C -2.267 -0.371 -0.441  -0.494
O -3.621 -0.010 -0.120  -0.320
C -4.104 1.075 -0.747  0.384
O -3.482 1.739 -1.535  -0.531
C -5.559 1.314 -0.353  0.885
F -5.761 1.192 0.973  -0.253
F -6.389 0.434 -0.947  -0.274
F -5.996 2.539 -0.693  -0.237
H -1.495 0.374 1.431  0.429
H -0.263 0.130 0.176  0.143
H -1.359 1.518 0.105  0.333
H -2.154 -1.425 -0.180  0.405
H -2.087 -0.283 -1.515  0.319
C -0.235 3.010 -3.812  -1.253
C 0.507 1.744 -3.433  0.325
O 0.093 0.645 -4.263  -0.356
C 0.676 0.568 -5.471  0.347
O 1.496 1.346 -5.880  -0.505
C 0.183 -0.666 -6.222  0.879
F -1.152 -0.819 -6.138  -0.242
F 0.731 -1.797 -5.737  -0.252
F 0.480 -0.626 -7.531  -0.246
H -1.315 2.845 -3.780  0.316
H 0.020 3.824 -3.131  0.389
H 0.010 3.320 -4.830  0.354
H 0.262 1.470 -2.406  -0.041
H 1.590 1.881 -3.481  0.298
C -5.009 4.962 1.034  -0.971
C -4.622 6.316 1.595  -0.389
O -3.568 6.187 2.562  -0.314
C -2.321 6.093 2.065  0.325
O -2.055 6.107 0.894  -0.524
C -1.302 6.013 3.198  0.961
F -1.678 5.158 4.168  -0.246
F -1.120 7.209 3.791  -0.273
F -0.094 5.605 2.777  -0.231
H -5.268 4.271 1.840  0.322
H -5.861 5.054 0.359  0.393
H -4.179 4.512 0.483  0.288
H -5.475 6.752 2.119  0.346
H -4.338 7.014 0.803  0.322
C 3.403 2.701 -8.098  -0.968
C 4.451 3.787 -7.959  -0.304
O 4.529 4.578 -9.157  -0.308
C 3.609 5.551 -9.281  0.366
O 2.753 5.783 -8.471  -0.503
C 3.837 6.338 -10.568  0.871
F 4.079 5.538 -11.625  -0.245
F 4.895 7.167 -10.465  -0.253
F 2.783 7.100 -10.902  -0.242
H 3.595 2.095 -8.987  0.328
H 3.400 2.053 -7.221  0.332
H 2.405 3.130 -8.214  0.295
H 5.434 3.332 -7.821  0.325
H 4.264 4.419 -7.088  0.320

Computed properties:
- total charge = -1
- E_LUMO (eV) = 1.691
- highest occupied orbital energy (eV) = -5.05
- gap between HOMO and LUMO (eV) = 6.7